No. 1
23
Properties=species:S:1:pos:R:3:forces:R:3:mulliken_charge:R:1 method="wB97M-V/def2-TZVPD" total_charge=+1 max_force_ev_per_a=3.27 homo_ev=-15.39 relative_energy_kcal_mol=25.49 e_tot_ha=-366.9889
C -1.94854 0.50707 -1.42839 -0.5 -0.2 -2.6 -1.389
C -0.45049 0.51388 -1.16958 -0.4 -1.1 3.1 0.523
N -0.39232 0.23926 0.39164 1.3 1.0 0.6 -0.205
C -1.13774 1.17953 1.27846 -1.0 -0.1 -0.4 -0.979
C 0.34715 -0.61578 -1.75336 -0.3 -1.6 0.8 -1.401
H -2.10636 0.25250 -2.49751 0.3 0.2 0.3 0.413
H -2.46553 1.46085 -1.36719 0.2 0.1 0.6 0.377
H -2.54148 -0.29402 -0.95524 0.6 0.4 0.4 0.360
H 0.13091 1.43280 -1.22215 -0.6 0.4 -0.5 0.357
H -0.64700 -0.72190 0.61832 -0.2 -0.1 -0.3 0.466
H 0.57676 0.27786 0.75168 0.2 -0.2 -0.5 0.216
H -2.18327 0.92126 1.19858 -0.3 0.1 0.0 0.421
H -0.86918 1.04240 2.31945 0.4 0.0 0.0 0.355
H -1.03412 2.22303 0.97333 0.3 -0.3 -0.1 0.351
H 1.29728 -0.75735 -1.24224 0.6 1.0 -0.8 0.347
H 0.34305 -0.62830 -2.82532 0.5 0.3 -0.5 0.388
H -0.02932 -1.60790 -1.46639 -1.0 0.2 -0.2 0.411
H 1.60999 -2.50647 1.59595 -0.4 0.2 0.2 0.277
H 1.84535 -2.15125 0.17954 -0.2 0.1 -0.1 0.294
O 1.33889 -1.84413 0.94372 0.4 -1.2 -0.1 -0.577
H 3.09396 -0.37057 1.89337 0.0 0.1 0.0 0.289
H 2.81126 1.15014 1.99668 0.2 -0.2 0.1 0.287
O 2.41075 0.29711 1.78663 -0.2 0.8 0.0 -0.581



No. 2
23
Properties=species:S:1:pos:R:3:forces:R:3:mulliken_charge:R:1 method="wB97M-V/def2-TZVPD" total_charge=+1 max_force_ev_per_a=4.99 homo_ev=-15.15 relative_energy_kcal_mol=45.27 e_tot_ha=-366.9574
C -1.93544 -0.78266 1.94130 -0.8 2.3 -0.5 -1.162
C -0.70209 -0.84768 1.03937 0.5 -1.3 1.0 0.272
N -0.68478 0.37612 0.32001 -1.7 1.5 -4.4 -0.090
C -0.40696 1.66867 0.94174 -0.8 0.9 0.9 -0.931
C -0.69601 -2.00903 0.04304 2.1 -2.3 1.3 -1.134
H -1.87157 0.18088 2.47971 0.0 -0.5 0.2 0.355
H -2.91216 -0.59243 1.34766 1.5 -1.0 0.6 0.324
H -2.04582 -1.52017 2.70191 -0.1 -0.8 0.1 0.402
H 0.30735 -0.71756 1.50684 -0.9 -1.3 0.7 0.233
H -1.59816 0.41187 -0.19702 0.5 0.4 0.8 0.477
H -0.07915 0.25623 -0.52989 0.4 0.3 0.4 0.186
H -0.67815 1.78065 2.01215 -0.5 -0.3 -1.0 0.304
H -0.78093 2.44436 0.28796 -0.7 0.2 0.2 0.398
H 0.60598 1.88885 0.93389 2.3 -0.3 -0.1 0.382
H -1.44780 -2.09580 -0.71135 -0.8 0.8 -0.4 0.365
H 0.33405 -2.07665 -0.51175 -1.9 -0.1 1.2 0.293
H -0.91680 -2.96618 0.68683 1.0 1.6 -1.3 0.354
H 1.66839 -0.54046 -2.05384 -0.6 0.4 -0.3 0.311
H 1.68299 0.96690 -2.18092 0.1 0.2 -0.5 0.370
O 1.06597 0.21602 -2.21546 0.3 -0.7 1.0 -0.704
H 3.97183 1.69896 -2.01128 -0.8 0.8 -1.1 0.356
H 3.70227 0.64021 -2.99148 -0.9 2.4 -0.5 0.353
O 3.41699 1.61891 -2.83944 1.9 -3.1 1.7 -0.713



No. 3
23
Properties=species:S:1:pos:R:3:forces:R:3:mulliken_charge:R:1 method="wB97M-V/def2-TZVPD" total_charge=+1 max_force_ev_per_a=1.05 homo_ev=-15.46 relative_energy_kcal_mol=2.58 e_tot_ha=-367.0254
C -1.84744 -1.92881 1.12914 0.0 0.3 -0.2 -1.431
C -0.66500 -1.07666 0.70964 0.4 -0.6 0.1 0.403
N -1.00982 0.36856 0.63314 -0.2 0.9 -0.5 -0.058
C -2.00846 0.71921 -0.42759 -0.1 0.4 0.3 -0.924
C 0.52919 -1.21690 1.64279 -0.1 0.4 0.3 -1.368
H -2.19397 -1.67777 2.12133 0.0 0.1 0.4 0.356
H -1.52709 -2.96266 1.12896 -0.1 -0.2 0.0 0.415
H -2.69973 -1.81738 0.46521 0.0 -0.2 -0.2 0.414
H -0.35831 -1.34776 -0.30406 -0.1 0.1 0.0 0.185
H -1.33086 0.74293 1.52449 -0.1 -0.3 0.2 0.442
H -0.14289 0.90134 0.38991 -0.1 -0.2 -0.1 0.423
H -2.94717 0.20232 -0.24578 0.2 -0.1 -0.1 0.368
H -2.20626 1.78967 -0.38403 0.1 0.0 0.1 0.372
H -1.57206 0.50072 -1.39309 0.0 -0.2 -0.1 0.309
H 0.23426 -0.96752 2.66863 0.1 0.0 -0.1 0.360
H 1.34603 -0.55066 1.35295 -0.1 0.0 0.0 0.372
H 0.92199 -2.22548 1.66253 -0.1 -0.2 -0.1 0.410
H 1.83457 1.20008 -1.11795 0.1 0.1 -0.1 0.336
H 1.09690 2.53210 -0.92943 -0.1 -0.4 0.1 0.281
O 0.99531 1.57543 -0.78567 0.1 0.5 0.0 -0.643
H 4.13362 0.62802 -2.20591 -0.1 0.0 -0.1 0.319
H 2.87463 0.72693 -3.10467 0.2 0.0 -0.1 0.325
O 3.24570 0.99831 -2.25857 -0.2 0.0 0.1 -0.668



No. 4
24
Properties=species:S:1:pos:R:3:forces:R:3:mulliken_charge:R:1 method="wB97M-V/def2-TZVPD" total_charge=0 max_force_ev_per_a=2.00 homo_ev="-5.47 / -9.54" multiplicity=2 relative_energy_kcal_mol=0.00 e_tot_ha=-442.3846
C 0.22767 -2.50873 -1.00078 0.4 -1.2 1.0 -0.924
C -0.17588 -2.16150 -2.39800 0.4 1.7 -0.9 -0.502
C 0.28003 -0.74575 -2.87096 -1.5 -0.9 -0.1 -0.622
C -0.07753 1.63340 -2.51095 0.6 0.8 -1.3 -0.790
N -0.27484 0.35226 -2.10870 0.2 -0.6 0.6 0.023
H -0.05983 -3.55335 -0.84358 -0.1 0.1 0.3 0.322
H -0.16775 -1.92571 -0.16232 -0.4 0.1 -0.4 0.165
H 1.30425 -2.51004 -0.80712 0.1 0.2 -0.5 0.302
H -1.24783 -2.25266 -2.58023 -0.1 0.0 0.3 0.331
H 0.31326 -2.80744 -3.13529 -0.1 -0.3 0.3 0.280
H -0.16608 -0.66558 -3.86905 0.6 0.2 -0.2 0.372
H 1.36299 -0.77609 -2.92835 0.4 0.5 0.0 0.313
H 0.36448 1.74267 -3.49607 -0.1 -0.1 0.0 0.315
H -0.01854 2.53281 -1.91939 -0.3 -0.4 0.7 0.285
H -0.54664 0.16965 -1.16071 0.1 0.2 0.3 0.170
H -1.14175 4.12369 4.56883 0.4 -0.1 0.2 0.313
H 0.04232 3.12572 4.26455 0.3 0.1 0.3 0.319
O -0.82545 3.42001 3.99751 -0.7 -0.1 -0.5 -0.626
H 2.45045 0.41160 5.08929 0.3 -0.1 -0.4 0.317
H 1.06235 0.10685 5.51110 0.3 -0.3 -1.2 0.323
O 1.64045 0.05038 4.70986 -0.6 0.4 1.6 -0.640
H -1.65781 1.48516 1.46563 0.0 -0.4 0.0 0.305
H -1.53705 -0.04932 1.17822 -0.5 -0.3 0.4 0.296
O -1.15128 0.80195 1.00651 0.5 0.6 -0.4 -0.646



No. 5
24
Properties=species:S:1:pos:R:3:forces:R:3:mulliken_charge:R:1 method="wB97M-V/def2-TZVPD" total_charge=+1 max_force_ev_per_a=1.81 homo_ev=-14.00 relative_energy_kcal_mol=39.33 e_tot_ha=-442.2019
C -0.94761 1.98402 1.61622 0.2 -0.9 -0.3 -1.030
C -1.21924 0.75307 0.71585 0.1 -0.4 -0.4 -0.576
C 0.01253 0.14324 0.09914 0.1 0.9 -0.3 0.395
C 1.02835 -0.37757 0.74371 0.9 -0.6 0.8 -0.994
N 0.05964 0.13344 -1.39587 -0.3 -1.2 0.4 -0.211
H -1.54533 2.82975 1.29515 -0.2 0.0 0.4 0.348
H -1.13604 1.63595 2.62726 -0.2 0.7 0.2 0.235
H 0.10041 2.27619 1.56007 0.0 0.0 0.0 0.362
H -1.66658 -0.08768 1.25676 0.0 0.3 0.4 0.381
H -1.97413 0.93324 -0.05261 0.2 0.4 -0.1 0.320
H 1.13169 -0.28902 1.82000 -0.6 0.0 0.0 0.273
H 1.83532 -0.99983 0.36647 -0.1 0.4 -0.7 0.363
H 0.56769 0.86337 -1.87784 0.3 0.7 0.3 0.335
H -0.89863 0.15132 -1.74078 0.1 -0.5 -0.4 0.410
H 0.57781 -0.71203 -1.67191 -0.5 -0.1 -0.5 0.365
H -0.04023 -1.30238 -4.57962 0.2 0.2 -1.0 0.314
H -0.36551 -2.81503 -4.32322 0.1 0.4 -0.1 0.313
O -0.27471 -1.93947 -3.92341 -0.3 -0.5 1.3 -0.615
H -1.37144 -0.61371 5.15608 -0.3 0.4 0.2 0.319
H -0.97565 -1.97105 4.78623 0.1 -0.6 -0.1 0.317
O -1.71408 -1.37202 4.67753 0.3 0.3 -0.1 -0.633
H 3.27422 0.26832 -3.11478 -0.7 -0.4 0.9 0.316
H 2.88138 0.52058 -1.64917 0.7 0.7 1.0 0.333
O 2.66012 -0.01271 -2.39126 0.1 -0.2 -1.8 -0.640



No. 6
25
Properties=species:S:1:pos:R:3:forces:R:3:mulliken_charge:R:1 method="wB97M-V/def2-TZVPD" total_charge=-1 max_force_ev_per_a=7.47 homo_ev=-3.96 relative_energy_kcal_mol=41.31 e_tot_ha=-517.6616
C -1.13690 1.30699 1.44433 0.1 -2.7 1.3 -0.527
N -0.44796 0.18590 0.63985 -1.5 2.2 -0.7 -0.139
C 0.09333 -1.13302 1.36512 -0.6 3.2 1.6 -0.346
O -0.08337 -2.17112 0.67965 -0.6 -3.0 -2.2 -0.813
C -2.42206 2.07146 0.94298 -0.1 -2.1 -1.2 -0.355
C -2.95318 1.69540 -0.51117 2.3 2.8 0.0 -0.891
H -0.37848 2.09724 1.68160 -0.6 -1.0 0.5 0.152
H -1.61167 0.65943 2.36751 1.8 2.0 -1.3 0.187
H -1.08837 0.01873 -0.16143 0.7 -0.9 1.0 0.131
H -0.53083 -1.23071 2.32632 0.8 0.8 -0.2 0.227
H 1.17261 -0.79888 1.53252 -0.8 -0.4 0.4 0.191
H -3.16775 1.71196 1.66591 -0.1 1.0 -0.3 0.199
H -2.27099 3.14599 0.93647 0.0 0.0 0.5 0.378
H -2.15309 1.13648 -1.05465 -1.0 0.3 0.2 0.271
H -3.00271 2.75621 -1.02553 -0.5 -2.3 0.5 0.244
H -3.88600 1.17507 -0.48724 -0.5 -0.2 -0.2 0.249
H 2.79400 0.22925 -0.93952 -0.1 0.8 -0.2 0.434
H 2.87804 1.75654 -0.62936 0.2 -0.9 0.0 0.277
O 3.36321 0.91600 -0.52304 0.1 0.4 0.2 -0.694
H 2.15398 -2.44585 -0.97229 6.4 0.1 3.1 0.280
H 0.63092 -2.44490 -0.54892 0.4 0.5 1.0 0.414
O 1.35181 -2.48545 -1.28706 -6.1 -2.0 -3.8 -0.779
H 1.39588 -1.23152 -2.02419 -0.7 1.3 0.7 0.461
H 0.81698 0.09186 -1.29477 -0.4 -0.3 0.4 0.342
O 1.35535 -0.20607 -2.03192 0.7 0.4 -1.3 -0.893